No. 1
Below is C37H48N5P2SSiV as an isolated structure in a non-equilibrium geometry, with properties calculated with ωB97M-V with the def2-TZVPD basis set.

```
95
Properties=species:S:1:pos:R:3:forces:R:3
V 0.75363 -0.32148 -0.09646 -0.418 0.454 -0.868
C 0.22319 -8.13980 -1.37125 0.041 -0.132 0.127
S 0.45395 -7.03703 -2.77177 0.092 0.024 0.011
C -1.17831 -6.27055 -2.81217 -0.189 0.007 -0.134
C -1.46001 -5.24268 -1.72531 -0.084 -0.066 0.103
C -0.45773 -4.10490 -1.75337 0.116 0.202 -0.016
N -0.84602 -2.97128 -0.89621 0.181 -0.221 0.195
P -1.75331 -1.61527 -1.41010 -0.365 0.131 0.413
C -3.04574 -2.28759 -2.48041 0.059 -0.175 -0.228
C -4.31740 -2.47573 -1.94322 -0.055 -0.043 -0.032
C -5.31952 -3.05996 -2.70723 0.055 0.022 -0.017
C -5.05725 -3.44800 -4.01411 0.034 -0.007 -0.002
C -3.79655 -3.24588 -4.56484 -0.037 0.022 0.081
C -2.79699 -2.66513 -3.79999 -0.019 0.011 -0.074
C -0.67082 -0.72966 -2.57202 0.041 0.139 -0.037
C -1.14530 0.46976 -3.13794 -0.002 -0.068 0.037
C -0.32502 1.23182 -3.94179 0.074 0.013 -0.029
C 0.99141 0.82887 -4.19520 -0.085 0.047 -0.001
C 1.46884 -0.33556 -3.63592 -0.061 -0.038 0.032
C 0.64150 -1.11161 -2.81760 0.118 -0.021 -0.037
P -0.01262 -2.49989 0.53903 -0.863 -0.200 0.239
C 0.93907 -3.90924 1.11549 0.109 -0.117 -0.052
C 2.32231 -3.79349 1.17455 0.145 -0.040 0.014
C 3.09790 -4.84491 1.64718 -0.091 0.004 -0.005
C 2.48249 -6.01242 2.06758 -0.006 -0.003 0.011
C 1.09476 -6.12783 2.03264 0.038 0.015 -0.023
C 0.32236 -5.07938 1.56434 -0.014 -0.061 -0.008
C -1.32388 -2.36349 1.80790 0.089 -0.131 -0.035
C -0.97090 -1.74392 3.00425 0.008 0.092 0.101
C -1.90572 -1.57805 4.01677 -0.034 -0.054 -0.089
C -3.20644 -2.03189 3.83480 0.031 -0.001 -0.021
C -3.56143 -2.65960 2.64703 0.048 0.025 0.020
C -2.62266 -2.82727 1.63631 -0.073 -0.064 0.028
H 1.14854 -8.70132 -1.24825 -0.013 0.014 -0.018
H -0.58557 -8.84581 -1.56127 0.002 0.027 -0.014
H 0.03147 -7.59909 -0.44494 -0.002 0.045 -0.018
H -1.93053 -7.06131 -2.79161 0.001 0.005 -0.009
H -1.25304 -5.79322 -3.79327 0.021 -0.010 0.014
H -1.45327 -5.71232 -0.73702 0.017 0.001 -0.007
H -2.46730 -4.84136 -1.87628 0.037 -0.034 -0.001
H -0.34815 -3.73527 -2.77887 -0.026 -0.079 0.004
H 0.52794 -4.46942 -1.45462 -0.021 0.006 -0.008
H -4.52833 -2.16159 -0.92719 0.032 0.007 0.005
H -6.30583 -3.20302 -2.28656 -0.004 -0.002 0.002
H -5.83804 -3.90018 -4.61146 -0.009 0.003 0.011
H -3.59656 -3.53687 -5.58756 -0.003 0.000 -0.005
H -1.81809 -2.49519 -4.23525 -0.023 -0.008 0.000
H -2.16359 0.79135 -2.94732 0.004 -0.038 0.036
H -0.70701 2.14354 -4.38270 0.022 0.007 -0.014
H 1.63107 1.42537 -4.83214 -0.024 0.020 -0.005
H 2.47882 -0.66281 -3.83723 -0.022 0.004 0.000
H 1.02065 -2.03786 -2.40643 0.024 -0.001 -0.033
H 2.79628 -2.87169 0.86796 -0.013 0.093 -0.069
H 4.17433 -4.74473 1.69242 -0.001 -0.003 -0.002
H 3.08270 -6.83177 2.44127 -0.020 -0.012 -0.004
H 0.62016 -7.03423 2.38504 -0.010 0.003 -0.001
H -0.75885 -5.16329 1.56888 0.020 0.028 -0.022
H 0.04463 -1.39032 3.15983 0.012 -0.035 -0.067
H -1.61677 -1.10072 4.94407 -0.018 -0.003 0.006
H -3.93910 -1.90229 4.62043 -0.006 -0.005 -0.009
H -4.57130 -3.02356 2.50824 0.000 -0.003 0.004
H -2.90324 -3.32900 0.71615 0.034 0.033 0.007
C 0.64091 1.89969 3.03996 -0.096 0.068 0.041
C 1.81938 1.84847 2.10895 -0.244 -0.535 -0.199
C 2.85562 2.73616 2.20448 0.127 0.112 0.001
C 3.92065 2.62025 1.30268 0.110 0.212 0.109
C 3.95289 1.62894 0.36271 -0.102 -0.185 0.065
C 2.89613 0.68874 0.33151 0.096 -0.286 -0.068
N 1.82729 0.85398 1.18687 0.703 0.329 0.165
N 2.75922 -0.39410 -0.49124 0.300 0.571 0.515
Si 4.14899 -1.19650 -1.19859 -0.318 0.303 0.118
C 5.35688 -1.59098 0.15342 0.155 -0.123 0.354
C 5.03888 -0.16542 -2.45269 0.209 0.201 -0.345
C 3.58316 -2.74131 -2.05982 -0.174 -0.314 -0.097
H 0.97054 2.02022 4.07141 0.021 -0.006 -0.004
H 0.04553 0.98822 2.97772 0.036 0.007 -0.020
H -0.00299 2.75742 2.82243 0.019 0.002 0.005
H 2.84026 3.50357 2.96509 0.035 0.010 -0.015
H 4.73745 3.33029 1.35315 -0.010 -0.005 0.003
H 4.77154 1.54387 -0.33264 0.012 0.002 -0.006
H 5.99880 -0.73723 0.38146 -0.023 -0.012 0.012
H 6.00766 -2.42166 -0.13080 0.003 0.027 0.008
H 4.84100 -1.86380 1.07795 0.077 -0.043 0.015
H 5.55413 0.69331 -2.02216 0.013 0.002 -0.041
H 4.35911 0.20428 -3.22218 0.072 0.053 -0.032
H 5.80228 -0.77551 -2.94654 -0.044 0.017 -0.006
H 2.66237 -3.15144 -1.64436 -0.022 -0.070 0.055
H 4.34164 -3.52236 -1.96431 0.006 0.032 -0.044
H 3.42404 -2.57407 -3.12812 0.000 -0.039 0.037
N -2.35369 1.16700 0.09283 0.181 0.156 0.032
N -0.92024 1.32267 0.13041 -0.015 -0.083 -0.089
H -2.78805 2.00776 0.46382 -0.033 -0.123 0.060
H -2.59490 0.37621 0.68079 0.021 -0.021 -0.100
H -0.62495 1.78264 0.98864 -0.043 0.003 -0.063
H -0.69658 1.96034 -0.63337 0.034 -0.087 0.046
```
Positions in Å, forces in eV/Å.

Results
spin multiplicity: 4
relative energy (zero: lowest compared OMol25 entry of this formula, charge and spin): 29.57 kcal/mol
charge: +1
total energy: -109574.652 eV
expectation value of S²: 3.76

---

No. 2
Below is C37H48N9O3Sr as an isolated structure, with properties calculated with ωB97M-V with the def2-TZVPD basis set.

```
98
Properties=species:S:1:pos:R:3:forces:R:3
Sr -0.21060 0.38815 -0.50503 -0.321 -0.392 -0.105
C 3.39558 -2.95910 0.67387 0.102 -0.009 -0.136
O 4.20623 -2.23563 -0.23708 0.006 0.116 -0.219
C 3.70181 -2.16187 -1.53140 -0.008 -0.038 -0.030
C 4.34762 -2.87640 -2.51232 0.047 -0.037 0.175
C 3.95740 -2.79474 -3.84955 -0.019 0.007 -0.056
C 2.90120 -1.97015 -4.16689 0.051 -0.046 0.059
C 2.20825 -1.23611 -3.19644 -0.193 0.140 -0.323
C 1.16897 -0.34183 -3.72094 0.272 -0.222 0.244
N 0.34030 0.33300 -3.02502 -0.337 0.351 -0.526
N -0.48297 1.18100 -3.81009 0.438 -0.445 0.228
C -1.05598 2.07905 -3.05645 -0.235 0.591 0.026
O -0.97405 2.23840 -1.79401 0.143 0.094 -0.114
C -1.91118 3.08738 -3.76968 -0.086 -0.152 -0.125
C -2.89903 3.74813 -3.04692 0.037 0.042 -0.063
C -3.70917 4.68611 -3.66737 -0.037 0.037 -0.016
C -3.53202 4.98307 -5.01188 0.009 -0.006 0.002
C -2.54361 4.32899 -5.73408 0.037 -0.008 -0.091
C -1.74196 3.38073 -5.11824 0.008 -0.052 -0.007
C 2.58944 -1.30294 -1.82075 0.070 0.022 0.120
O 2.00719 -0.65214 -0.88409 0.011 0.117 0.030
H 3.90953 -2.93814 1.63484 -0.032 0.002 0.020
H 3.29588 -3.99985 0.34303 -0.074 0.001 0.036
H 2.41421 -2.49821 0.77509 -0.110 0.011 0.064
H 5.17995 -3.49810 -2.20578 0.058 -0.033 -0.023
H 4.48002 -3.35244 -4.61414 0.017 -0.026 -0.014
H 2.58446 -1.86484 -5.19809 0.009 -0.019 -0.058
H 1.13499 -0.23054 -4.81027 -0.001 0.000 0.061
H -3.01489 3.50986 -1.99995 -0.012 -0.025 0.075
H -4.48289 5.18741 -3.09974 -0.021 0.013 0.013
H -4.16034 5.71854 -5.49664 -0.038 0.042 -0.010
H -2.39418 4.55323 -6.78456 -0.032 0.021 0.026
H -0.97661 2.85181 -5.67001 0.006 -0.004 0.004
C 0.46329 3.77842 0.74798 0.022 -0.038 -0.043
N 1.75688 3.11987 0.69639 0.041 0.083 0.116
C 2.59394 3.49933 -0.42254 0.048 0.085 -0.032
C 1.96534 1.93514 1.35061 -0.465 -0.223 -0.121
N 0.94400 1.15043 1.55578 0.127 -0.323 0.725
C 0.97534 0.20182 2.61222 -0.249 0.185 -0.140
C 1.41281 0.62875 3.86429 0.142 -0.012 0.065
C 1.53105 -0.22463 4.94582 0.017 -0.061 0.034
C 1.19453 -1.55878 4.77969 0.019 0.028 0.073
C 0.68017 -1.98104 3.56770 -0.069 -0.144 0.022
C 0.47879 -1.12302 2.48250 0.078 0.036 -0.181
N -0.06238 -1.59384 1.26668 0.141 0.215 0.581
C -0.93356 -2.56283 1.23642 0.012 0.214 -0.187
N -1.06267 -3.26849 0.07190 -0.029 -0.064 0.056
C -0.06896 -3.15718 -0.97525 0.009 -0.060 -0.045
C -2.34476 -3.78147 -0.35830 -0.159 -0.078 -0.119
N -1.80408 -2.93815 2.23288 0.204 -0.104 -0.099
C -2.37948 -1.98030 3.14319 -0.088 0.044 -0.019
C -2.04356 -4.32436 2.55492 0.020 0.044 -0.016
N 3.25430 1.65493 1.67702 0.229 -0.003 0.000
C 4.15844 2.66449 2.16224 0.085 0.150 -0.003
C 3.73869 0.29383 1.75317 0.021 -0.037 0.003
H 0.62428 4.85085 0.89127 -0.029 0.015 -0.065
H -0.09776 3.39021 1.59038 -0.046 0.018 0.021
H -0.10935 3.61566 -0.16862 -0.072 0.025 -0.007
H 2.07619 3.29019 -1.36523 0.042 0.012 -0.004
H 3.52312 2.93852 -0.39483 0.024 -0.031 -0.083
H 2.82086 4.56858 -0.38391 0.014 0.000 0.004
H 1.69229 1.66987 3.96601 0.010 0.058 0.025
H 1.89786 0.14517 5.89454 -0.007 0.005 0.020
H 1.31441 -2.26846 5.58892 0.007 0.006 0.007
H 0.41068 -3.02295 3.44541 -0.006 -0.016 0.003
H 0.87896 -2.84487 -0.55711 0.029 -0.001 -0.019
H -0.36390 -2.42478 -1.73765 0.029 0.012 -0.026
H 0.03710 -4.12262 -1.47654 0.021 0.015 0.019
H -3.13458 -3.42317 0.29699 -0.020 0.010 -0.006
H -2.35680 -4.87626 -0.38333 -0.010 -0.004 0.007
H -2.55527 -3.41384 -1.36607 -0.001 -0.068 0.055
H -2.26964 -0.98598 2.72903 0.020 0.141 0.008
H -1.92256 -2.03760 4.13599 -0.001 0.045 0.051
H -3.45227 -2.17903 3.21874 0.015 0.025 0.053
H -1.47176 -4.97087 1.89695 0.053 -0.051 -0.050
H -3.10268 -4.58570 2.46732 -0.033 0.019 -0.003
H -1.73329 -4.51906 3.58862 0.000 -0.019 0.013
H 3.73645 3.65785 2.02640 -0.016 -0.037 0.020
H 5.11114 2.61193 1.62762 0.020 0.025 0.003
H 4.36064 2.51252 3.22995 0.021 -0.010 -0.002
H 3.09473 -0.34491 1.15731 -0.013 -0.053 -0.027
H 3.78991 -0.05950 2.78826 0.015 -0.060 -0.010
H 4.73442 0.26055 1.30550 0.011 -0.038 0.020
C -3.30388 -0.69635 -1.47067 0.077 -0.230 -0.202
C -3.57614 -0.13392 -0.10780 0.226 -0.200 -0.154
C -4.79648 -0.03908 0.53314 -0.055 0.074 0.090
C -4.55210 0.71220 1.71270 -0.168 -0.086 -0.077
C -3.20126 1.00295 1.70593 0.214 0.067 0.164
C -2.41825 1.72271 2.75894 0.122 0.112 0.209
N -2.58787 0.47740 0.60956 -0.096 0.019 -0.134
H -4.01483 -1.48703 -1.72998 -0.049 0.100 0.040
H -2.31434 -1.16981 -1.56021 -0.021 0.070 0.108
H -3.34841 0.04944 -2.26960 -0.006 0.110 0.047
H -5.73716 -0.41732 0.16127 -0.078 -0.002 0.024
H -5.26608 1.01050 2.46610 -0.046 0.003 0.039
H -2.98487 2.55396 3.18637 -0.047 -0.015 -0.021
H -1.48811 2.12774 2.35943 -0.052 -0.048 -0.093
H -2.12506 1.07950 3.59821 -0.022 -0.047 -0.001
```
Positions in Å, forces in eV/Å.

Results
relative energy (zero: lowest compared OMol25 entry of this formula, charge and spin): 12.21 kcal/mol
charge: -1
total energy: -59541.730 eV